Entry 1:
Entry from OMol25: C31H26AsBr2IrNOS3SbSe as an isolated structure (ωB97M-V/def2-TZVPD).

Each line ends with the natural charge from an NBO analysis.
CARTESIAN COORDINATES (ANGSTROEM)
Ir (-0.19297, -0.05823, -0.04287)  0.797
Br (-1.67478, -0.31495, 4.70618)  0.013
C (-2.91087, 0.22815, 3.39820)  -0.414
Br (-2.74418, -0.13472, 0.14704)  -0.606
H (-2.86488, 1.26553, 3.11535)  0.200
H (-3.77454, -0.40050, 3.27780)  0.181
S (5.07403, 0.71291, 1.65279)  -0.996
Sb (3.01219, -0.30599, 1.61628)  0.900
S (2.09385, 0.09304, -0.59683)  -0.784
S (1.41675, 1.48853, 2.41044)  -0.186
O (-0.59317, -0.09323, -2.24220)  -1.111
As (0.13674, -0.97961, -3.45396)  1.987
C (1.02828, -2.61569, -3.02318)  -0.320
C (2.34389, -2.56724, -2.57384)  -0.200
C (2.98805, -3.74532, -2.22998)  -0.200
C (2.33060, -4.96142, -2.33894)  -0.193
C (1.02602, -5.00938, -2.80847)  -0.226
C (0.37552, -3.83534, -3.16019)  -0.216
C (1.39384, 0.03235, -4.48485)  -0.431
C (1.75476, 1.28367, -4.00741)  -0.156
C (2.71586, 2.01499, -4.69964)  -0.203
C (3.29215, 1.49979, -5.84788)  -0.203
C (2.92643, 0.24290, -6.32009)  -0.248
C (1.97800, -0.49817, -5.63085)  -0.147
C (-1.33899, -1.45849, -4.59320)  -0.301
C (-2.45967, -1.96598, -3.93576)  -0.208
C (-3.62197, -2.21573, -4.65100)  -0.199
C (-3.67714, -1.93459, -6.01023)  -0.213
C (-2.57604, -1.39548, -6.65558)  -0.223
C (-1.40602, -1.14683, -5.94331)  -0.232
H (2.83906, -1.61564, -2.42362)  0.267
H (3.99520, -3.69943, -1.83633)  0.217
H (2.83378, -5.87480, -2.04630)  0.203
H (0.50628, -5.95578, -2.88726)  0.205
H (-0.64490, -3.88654, -3.51811)  0.215
H (1.32096, 1.66670, -3.09220)  0.268
H (3.02058, 2.97823, -4.31208)  0.221
H (4.04561, 2.07302, -6.37450)  0.204
H (3.38953, -0.16506, -7.20972)  0.204
H (1.72308, -1.49406, -5.97691)  0.206
H (-2.45092, -2.11578, -2.86053)  0.254
H (-4.49142, -2.60174, -4.13479)  0.216
H (-4.59180, -2.11544, -6.56180)  0.203
H (-2.62251, -1.14982, -7.70929)  0.204
H (-0.55575, -0.70933, -6.45090)  0.218
Se (0.11681, -2.43808, 0.53057)  -0.124
C (-1.60360, -3.21685, 0.86431)  -0.116
C (-2.42040, -3.70548, -0.15194)  -0.281
C (-3.63240, -4.29427, 0.15520)  0.018
N (-4.10620, -4.44087, 1.39593)  -0.465
C (-3.32408, -3.96469, 2.36656)  0.022
C (-2.09345, -3.36248, 2.15798)  -0.288
H (-2.10487, -3.61481, -1.18389)  0.201
H (-4.26702, -4.66708, -0.64421)  0.167
H (-3.70290, -4.06436, 3.37961)  0.174
H (-1.52544, -2.98150, 2.99823)  0.229
C (0.11778, 1.48476, 1.25527)  -0.382
C (-0.71551, 2.65696, 1.21443)  -0.169
C (-1.45164, 3.01975, 0.06306)  -0.141
C (-2.26974, 4.13134, 0.03825)  -0.246
C (-2.40780, 4.95041, 1.15934)  -0.290
C (-1.68252, 4.62340, 2.30312)  -0.229
C (-0.85124, 3.51842, 2.33411)  -0.231
H (-1.37214, 2.40106, -0.82352)  0.211
H (-2.81710, 4.36262, -0.86914)  0.189
H (-3.06544, 5.81108, 1.14296)  0.184
H (-1.76905, 5.24037, 3.19229)  0.187
H (-0.30050, 3.28509, 3.23602)  0.215

Atomic forces in eV per Å
0.4 -0.1 0.0
-0.2 0.1 -0.3
0.2 0.0 0.5
-0.1 0.0 0.0
0.1 0.0 -0.1
0.0 0.0 -0.1
0.0 0.0 0.0
0.1 -0.2 0.1
-0.1 0.2 -0.2
-0.3 -0.1 0.1
0.2 -0.2 -0.5
-0.3 0.2 0.5
0.1 -0.2 -0.1
0.0 0.0 0.0
0.0 0.0 0.1
0.0 0.0 0.0
0.0 0.0 0.0
0.0 -0.1 0.1
-0.1 0.0 0.1
0.2 0.1 -0.2
-0.1 0.0 0.2
0.1 0.0 -0.1
-0.1 0.0 0.1
0.2 0.0 0.0
-0.2 0.2 0.1
-0.2 0.0 -0.1
0.1 0.0 0.0
-0.1 0.0 0.0
0.1 0.0 0.1
0.0 -0.2 -0.1
0.0 -0.1 0.0
0.0 0.0 0.0
0.0 0.0 0.0
0.0 0.0 0.0
0.0 0.1 0.0
0.0 -0.1 0.1
0.0 0.0 0.0
0.0 0.0 0.0
0.0 0.0 0.0
0.0 0.0 0.1
0.1 0.1 0.0
0.0 0.0 0.0
0.0 0.0 0.0
0.0 0.0 0.0
0.0 0.0 0.0
-0.1 -0.2 -0.1
-0.1 0.0 0.1
0.1 0.0 -0.1
-0.1 0.0 0.1
0.1 0.0 -0.1
0.0 0.0 0.0
0.1 0.1 0.1
0.0 0.0 0.0
0.0 0.0 0.0
0.0 0.0 0.0
0.0 0.0 0.0
-0.2 0.5 0.0
0.2 -0.1 0.2
-0.1 0.0 -0.1
0.0 0.0 0.0
0.0 -0.1 0.0
0.0 0.0 0.0
0.0 0.1 0.0
0.0 0.0 0.0
0.0 0.0 0.0
0.0 0.0 0.0
0.0 0.0 0.0
0.0 0.0 0.0

* orbital gap (spin up / spin down): 3.8 / 5.1 eV
* charge: -2
* spin multiplicity: 5

=====

Entry 2:
Entry from OMol25: C31H26Cl2NO8SiY as an isolated structure (ωB97M-V/def2-TZVPD).

Each line ends with the natural charge from an NBO analysis.
CARTESIAN COORDINATES (ANGSTROEM)
Y (0.50363, -0.36674, -0.22881)  2.058
O (-0.77370, 3.17643, -2.72403)  -0.691
C (-0.47779, 2.36156, -1.85116)  0.761
O (0.08807, 1.23296, -1.98985)  -0.802
C (-0.86571, 2.70359, -0.40862)  0.137
C (-1.56684, 3.85435, -0.08423)  -0.235
C (-1.94335, 4.05295, 1.23422)  -0.191
C (-1.62234, 3.09039, 2.18098)  -0.193
C (-0.93032, 1.96461, 1.77059)  0.115
N (-0.54927, 1.79230, 0.50691)  -0.510
C (-0.61528, 0.79479, 2.71049)  0.758
O (-0.87258, 0.93794, 3.90377)  -0.687
O (-0.09626, -0.20458, 2.12357)  -0.796
H (-1.80225, 4.55454, -0.87352)  0.237
H (-2.49555, 4.94040, 1.52184)  0.199
H (-1.90403, 3.17750, 3.22098)  0.228
C (0.92966, 5.80576, 1.73041)  -0.625
C (1.61246, 4.59631, 1.14348)  -0.017
C (1.80586, 4.49256, -0.22936)  -0.242
C (2.42745, 3.38465, -0.79128)  0.009
C (2.61234, 3.27002, -2.28040)  -0.654
C (2.84718, 2.35080, 0.04965)  -0.075
C (2.69054, 2.44516, 1.43252)  -0.003
C (3.18133, 1.33855, 2.33101)  -0.642
C (2.07294, 3.57414, 1.96205)  -0.237
C (3.44469, 1.09164, -0.55919)  0.789
O (4.63059, 1.08892, -0.87352)  -0.680
O (2.62107, 0.11799, -0.68308)  -0.856
H (0.13595, 6.16149, 1.07086)  0.209
H (1.64101, 6.62487, 1.87198)  0.201
H (0.48789, 5.56776, 2.69933)  0.210
H (1.44034, 5.27936, -0.88328)  0.199
H (2.29729, 4.18446, -2.78341)  0.202
H (2.01049, 2.44415, -2.66623)  0.259
H (3.65701, 3.05886, -2.51268)  0.225
H (2.49805, 0.48691, 2.31536)  0.252
H (3.26493, 1.67853, 3.36342)  0.202
H (4.15373, 0.97439, 1.99510)  0.226
H (1.92500, 3.64533, 3.03603)  0.199
C (-2.37983, -4.72797, -4.53621)  -0.249
C (-3.42579, -3.92618, -4.10109)  -0.235
C (-3.22976, -3.03407, -3.05505)  -0.245
C (-1.99527, -2.90928, -2.41116)  -0.254
C (-0.95379, -3.71721, -2.87759)  -0.253
C (-1.14132, -4.61790, -3.91900)  -0.215
Si (-1.76422, -1.69632, -0.91680)  0.377
C (-2.24900, -2.87458, 0.53540)  -0.372
C (-3.48504, -2.80449, 1.18156)  -0.160
C (-3.78030, -3.60048, 2.28042)  -0.247
C (-2.83873, -4.49716, 2.76449)  -0.244
C (-1.60460, -4.59216, 2.13497)  -0.205
C (-1.32035, -3.78930, 1.04127)  -0.210
H (-2.52752, -5.42896, -5.35071)  0.188
H (-4.39812, -3.99811, -4.57785)  0.189
H (-4.05854, -2.41599, -2.72566)  0.204
H (0.02847, -3.62937, -2.42758)  0.236
H (-0.31425, -5.23256, -4.25846)  0.192
H (-3.10100, -0.99325, -1.06843)  -0.197
H (-4.23016, -2.10634, 0.81390)  0.194
H (-4.74647, -3.51683, 2.76751)  0.189
H (-3.05938, -5.10586, 3.63423)  0.190
H (-0.85372, -5.27785, 2.51152)  0.198
H (-0.34329, -3.86988, 0.57503)  0.206
Cl (2.96781, -4.77748, 1.47394)  -0.035
C (3.12558, -3.81488, -0.00189)  -0.299
Cl (4.73807, -3.08604, -0.12055)  -0.011
C (2.07889, -2.67444, -0.06145)  0.748
O (1.82484, -2.04503, 0.97993)  -0.713
O (1.56989, -2.48620, -1.18901)  -0.731
H (3.00267, -4.47947, -0.84757)  0.226

Atomic forces in eV per Å
1.5 1.4 1.0
0.1 0.0 0.0
-0.3 0.0 0.0
0.1 -0.5 0.4
0.0 -0.1 -0.1
-0.1 0.1 0.0
0.0 -0.1 0.0
0.0 0.1 0.0
-0.1 -0.2 0.1
-0.2 -0.1 -0.2
0.2 0.2 0.0
0.0 0.0 0.0
0.2 -0.1 -0.6
0.0 0.0 0.0
0.0 0.0 0.0
0.0 -0.1 0.0
0.1 0.0 0.0
0.0 0.1 0.1
0.1 0.0 0.0
0.0 0.0 0.0
0.0 0.0 0.0
0.0 0.0 0.0
0.1 0.0 0.0
-0.1 0.0 -0.1
0.0 0.0 0.0
0.1 0.2 0.1
-0.1 -0.1 0.0
0.2 0.2 0.0
0.0 0.0 0.0
0.0 0.0 0.0
0.0 0.0 0.0
0.0 0.0 0.0
0.0 0.0 0.0
0.1 0.0 0.0
0.0 0.0 0.0
0.0 0.0 0.0
0.0 0.0 0.0
0.0 0.0 0.0
0.0 0.0 0.0
0.0 0.0 0.0
0.0 0.0 0.0
0.0 0.0 0.0
0.1 0.2 0.1
0.1 0.0 0.0
0.0 0.0 0.0
-2.0 -1.3 -0.6
0.1 0.1 0.0
0.0 0.0 0.0
0.0 0.0 0.0
0.0 0.0 0.0
0.0 -0.1 0.0
0.0 0.0 0.0
0.0 0.0 0.0
0.0 0.0 0.0
0.0 0.0 0.0
0.0 0.0 0.0
0.0 0.0 0.0
0.1 0.1 0.1
0.0 0.0 0.0
0.0 0.0 0.0
0.0 0.0 0.0
0.0 0.0 0.0
0.0 0.0 0.0
0.0 -0.1 0.1
-0.1 0.3 -0.1
0.1 0.0 0.0
0.2 -0.5 0.0
-0.2 0.1 -0.2
-0.2 0.2 0.1
0.0 0.0 0.0

* orbital gap: 7.1 eV
* charge: -2

=====

Entry 3:
Entry from OMol25: C31H26F16GeN4OSTa as an isolated structure (ωB97M-V/def2-TZVPD).

Each line ends with the Mulliken charge.
CARTESIAN COORDINATES (ANGSTROEM)
Ta (0.12143, -0.73462, -1.26527)  2.639
O (-0.68221, -2.53903, -0.31657)  -0.401
C (-0.12831, -3.86617, -0.39713)  -0.823
C (1.29352, -3.67678, -0.79701)  0.694
C (2.21544, -4.69946, -0.68068)  -0.989
C (3.52048, -4.47754, -1.07240)  -0.362
C (3.86311, -3.21635, -1.54733)  -1.141
C (2.89688, -2.24442, -1.61445)  -0.195
N (1.59930, -2.45226, -1.26877)  0.414
H (-1.63052, -2.56073, -0.11676)  0.274
H (-0.67248, -4.44910, -1.14479)  0.469
H (-0.21633, -4.36145, 0.56941)  0.505
H (1.90341, -5.65569, -0.28109)  0.553
H (4.26353, -5.25963, -0.98757)  0.490
H (4.87675, -2.98335, -1.84143)  0.488
H (3.17052, -1.24532, -1.90080)  0.527
N (2.36097, 2.95353, -1.58496)  0.191
C (1.92944, 3.22661, -3.00677)  0.215
C (0.43338, 3.52011, -3.07614)  -1.516
C (-0.49692, 2.32917, -3.31093)  0.109
N (-0.70596, 1.39702, -2.14413)  -0.820
C (-0.04863, 1.55328, -4.53343)  -1.356
C (1.36430, 1.01792, -4.37656)  0.082
N (1.32166, -0.20982, -3.51632)  -0.673
C (2.36641, 2.12219, -3.98049)  -1.410
H (2.12152, 3.73464, -0.96656)  0.345
H (3.37355, 2.82881, -1.53454)  0.483
H (1.94940, 2.10573, -1.18984)  -0.417
H (2.48127, 4.13774, -3.23340)  0.413
H (0.28557, 4.15408, -3.95266)  0.516
H (0.12015, 4.13119, -2.22357)  0.493
H (-1.47497, 2.76330, -3.52548)  0.470
H (-1.59504, 0.94379, -2.35293)  0.554
H (-0.92730, 1.93992, -1.31209)  0.245
H (-0.09827, 2.20968, -5.40436)  0.528
H (-0.73810, 0.73536, -4.74790)  0.270
H (1.70364, 0.69182, -5.36174)  0.490
H (2.27116, -0.55571, -3.42069)  0.313
H (0.86124, -0.91290, -4.08795)  0.357
H (2.58327, 2.63617, -4.91838)  0.532
H (3.32553, 1.69698, -3.66673)  0.352
F (1.73271, 0.23469, -1.00278)  -0.350
F (1.19619, -1.09988, 0.99601)  0.293
C (0.97980, -1.47142, 2.30562)  -0.227
C (-0.13753, -1.03308, 2.97914)  -0.077
C (-0.24780, -1.44688, 4.30014)  0.925
F (-1.29092, -1.05409, 5.02479)  -0.305
C (0.69904, -2.26112, 4.90736)  0.008
F (0.55864, -2.63037, 6.15960)  -0.236
C (1.80022, -2.68848, 4.17518)  0.627
F (2.70184, -3.46618, 4.72564)  -0.254
C (1.94224, -2.29105, 2.85135)  -0.406
F (2.97901, -2.69798, 2.12308)  -0.302
Ge (-1.46713, 0.18772, 2.25866)  -0.545
S (-1.72351, -0.02298, -0.03075)  -0.537
C (-0.83917, 2.00416, 2.57426)  -0.921
C (-0.03153, 2.70971, 1.70625)  0.941
F (0.40360, 2.14256, 0.54495)  0.588
C (0.38891, 3.99960, 1.93059)  -0.228
F (1.16159, 4.61139, 1.01480)  -0.339
C (0.01327, 4.64711, 3.09750)  0.509
F (0.40836, 5.87503, 3.32911)  -0.257
C (-0.77241, 3.96773, 4.02096)  -0.027
F (-1.11757, 4.55143, 5.14544)  -0.233
C (-1.17573, 2.66700, 3.74923)  1.011
F (-1.88560, 2.03365, 4.67642)  -0.333
C (-3.25782, -0.22602, 2.78786)  0.516
C (-3.63879, -1.55782, 2.85045)  0.347
F (-2.73837, -2.51422, 2.52122)  -0.364
C (-4.90983, -1.95389, 3.20451)  0.115
F (-5.23290, -3.23344, 3.25579)  -0.254
C (-5.85707, -0.97503, 3.49293)  0.632
F (-7.07308, -1.32546, 3.83115)  -0.244
C (-5.52454, 0.37143, 3.39678)  0.169
F (-6.43278, 1.29544, 3.63556)  -0.248
C (-4.23674, 0.72546, 3.03220)  -0.047
F (-3.95773, 2.02463, 2.89456)  -0.341
C (-0.98433, -1.57361, -2.87791)  -1.897
H (-1.27900, -0.86376, -3.64936)  0.510
H (-1.89848, -2.01814, -2.47886)  0.314
H (-0.41691, -2.37251, -3.36831)  0.561

Atomic forces in eV per Å
0.3 -0.1 -0.8
0.1 -0.4 0.1
0.0 -0.2 -0.2
-0.2 0.1 -0.1
-0.1 0.0 0.0
0.1 0.0 0.0
0.0 -0.1 0.0
-0.1 -0.1 0.1
0.7 -0.1 -0.1
0.0 0.2 0.1
0.0 0.0 0.0
0.0 0.1 0.0
0.0 0.0 0.0
0.0 0.0 0.0
0.0 0.0 0.0
0.0 0.1 0.0
0.1 -0.2 0.2
-0.2 -0.1 -0.1
0.0 0.0 0.2
0.0 0.0 -0.1
0.0 -0.1 -0.2
0.0 0.1 -0.1
-0.1 0.1 -0.1
-0.1 -0.2 0.2
0.0 -0.1 0.2
-0.1 0.0 0.0
0.1 0.1 0.0
-0.1 -0.2 0.0
-0.1 0.0 -0.2
0.0 0.1 0.0
0.0 -0.1 0.0
0.0 0.0 0.0
-0.1 0.2 0.0
0.1 0.1 0.0
0.0 0.0 0.0
0.0 0.0 -0.1
0.0 -0.1 0.0
0.1 0.1 0.0
0.1 0.0 -0.1
0.0 0.0 0.0
0.0 0.0 0.0
0.4 0.8 0.3
-0.1 0.3 0.2
0.0 -0.2 -0.1
0.0 0.0 -0.1
0.0 -0.1 0.1
0.0 0.0 0.0
0.0 0.0 -0.1
0.0 0.0 0.0
0.0 0.0 0.0
0.0 0.0 0.0
-0.1 0.0 0.1
0.0 0.0 0.0
0.0 0.1 0.0
-0.4 0.2 0.9
0.0 0.0 0.0
0.0 0.1 0.0
0.1 -0.1 -0.1
0.0 0.0 0.0
0.0 0.0 0.0
0.0 0.0 0.0
0.0 0.0 0.0
0.0 -0.1 0.0
0.0 0.0 0.0
0.0 0.0 0.1
0.0 -0.1 -0.1
-0.1 0.0 -0.1
0.0 -0.1 0.0
0.0 0.1 0.0
0.0 0.1 0.0
0.0 0.0 0.0
0.1 0.0 0.0
0.0 0.0 0.0
0.0 -0.1 0.0
0.0 0.0 0.0
-0.1 0.1 0.0
0.1 0.0 0.0
-0.4 -0.1 -0.3
0.0 -0.1 0.0
0.0 0.0 -0.1
-0.1 -0.1 0.0

* orbital gap: 6.5 eV
* charge: +3

=====

What largest force on an atom values result from the calculations? In sequence: 0.63, 2.46, 1.01 eV/A.